# 1
C9H19F3HgN2O8S as an isolated structure in a non-equilibrium geometry, computed with ωB97M-V/def2-TZVPD.

Each line ends with the Löwdin charge.
Cartesian coordinates (Å):
Hg -0.0996 -0.0937 0.4491  1.130
O -1.3729 1.7261 0.7259  -0.519
H -2.3178 1.7993 0.4883  -0.131
O 0.0901 0.3163 2.8715  -0.391
C 0.6925 -0.8054 3.4224  -0.482
C 1.4554 -1.7943 2.4952  -0.459
O 0.9964 -2.0869 1.2099  -0.407
H 0.0090 -1.3591 4.0662  0.053
H 1.3685 -0.4484 4.1994  0.049
H 1.5086 -2.8026 2.9058  0.059
H 2.5212 -1.5923 2.3887  0.050
C -1.1065 0.8964 -3.7373  -0.700
F -1.2704 -0.2250 -4.4040  0.132
F -1.0241 1.9398 -4.5257  0.120
F -2.2040 1.2472 -3.0445  0.111
S 0.4860 0.8560 -2.7208  0.532
O 0.5882 2.1980 -2.1574  -0.329
O 0.3170 -0.1509 -1.6422  -0.433
O 1.5559 0.6421 -3.7247  -0.364
C 3.0270 1.3434 -0.0290  -0.276
O 1.8759 1.0071 0.3006  -0.055
N 4.0347 1.5814 0.7960  -0.143
C 5.4221 1.9061 0.5171  -0.091
C 3.9498 1.2805 2.2646  -0.031
H 3.3516 1.5591 -1.0587  0.141
H 5.7061 2.8962 0.8736  0.079
H 5.7281 1.6801 -0.5044  0.082
H 6.0864 1.2497 1.0791  0.066
H 4.7980 0.7461 2.6926  0.070
H 3.9078 2.1695 2.8940  0.081
H 3.0840 0.6865 2.5573  0.072
C -2.9230 -1.4292 -1.3450  -0.263
O -1.9591 -1.2892 -0.5542  -0.055
N -4.2563 -1.4198 -0.9902  -0.170
C -5.2148 -1.8533 -2.0320  -0.075
C -4.7992 -1.2339 0.3793  -0.037
H -2.7743 -1.6547 -2.4123  0.124
H -6.1018 -1.2217 -2.0806  0.075
H -5.5192 -2.8916 -1.8999  0.074
H -4.6916 -1.7749 -2.9850  0.071
H -5.1982 -2.1878 0.7243  0.073
H -4.0772 -0.8567 1.1036  0.097
H -5.6499 -0.5555 0.4434  0.072

Forces on the atoms, in the same order (eV/Å):
-1.07 -0.19 4.18
-0.81 0.26 -0.37
0.73 -0.39 -0.03
0.54 -1.26 -0.62
-0.38 1.28 -0.33
-0.03 -1.32 -1.28
-1.12 1.53 -0.41
-0.92 -0.85 -0.02
1.28 0.02 0.48
-0.19 -0.37 1.41
0.79 1.07 0.29
0.85 1.39 2.15
-0.68 -0.63 -0.61
0.95 0.71 -2.36
-0.47 -1.59 0.91
2.13 1.49 1.80
-0.72 -0.70 -0.87
0.33 0.16 -4.68
-1.78 -0.85 0.73
-2.89 -0.44 -0.60
4.36 1.52 -0.62
2.23 -0.56 4.20
0.12 -0.62 -0.63
-1.07 0.04 0.28
-0.45 -0.20 -0.33
-0.22 0.35 -0.45
-0.37 0.65 -0.32
-0.21 -0.31 0.25
0.40 -0.26 -0.81
-0.18 0.52 -0.38
-0.36 0.11 -0.60
2.21 0.14 3.10
-3.88 -0.92 -2.58
-0.82 0.24 -0.34
0.95 0.41 0.52
0.39 -0.41 -0.39
0.03 0.20 0.06
0.03 0.11 0.19
-0.11 -0.14 0.14
-0.17 -0.04 -0.06
0.18 -0.26 0.17
0.43 -0.20 -0.44
0.02 0.30 -0.67

## Properties
Energy relative to the best compared isomer or geometry (same formula, charge and spin) ... 61.5 kcal/mol
Net charge ... -2
LUMO level ... 4.49 eV

***

# 2
C34H29ClMnN2O7P as an isolated structure, computed with ωB97M-V/def2-TZVPD.

Each line ends with the Mulliken spin population.
Cartesian coordinates (Å):
Mn -0.1746 -0.1107 0.3969  3.299
Cl 5.6700 4.0319 0.0479  0.001
C 4.4058 2.8539 -0.0416  0.010
C 4.7228 1.5158 -0.3033  -0.007
C 3.7403 0.5548 -0.3829  0.014
C 2.4055 0.9013 -0.1946  -0.019
O 1.4884 -0.0608 -0.3528  0.041
C 2.0875 2.2384 0.0769  0.014
C 0.7414 2.6621 0.2886  0.014
O -0.2303 1.9125 0.4537  0.015
C 3.1010 3.2162 0.1355  -0.005
H 5.7596 1.2421 -0.4487  0.000
H 3.9834 -0.4778 -0.5920  0.002
H 0.5466 3.7396 0.3238  -0.002
H 2.8404 4.2490 0.3320  0.000
O -3.3606 -0.3342 -1.7008  0.001
C -2.5023 -0.8818 -1.0804  0.024
O -1.2463 -0.3613 -1.0481  0.016
C -2.7238 -2.1941 -0.3754  -0.009
C -4.0254 -2.6713 -0.3463  0.000
C -4.3130 -3.9001 0.2292  -0.005
C -3.2942 -4.6740 0.7631  0.002
C -1.9861 -4.2114 0.7399  -0.006
C -1.7001 -2.9645 0.1897  -0.039
P -0.0041 -2.3814 0.0797  -0.178
C 0.6501 -2.8456 -1.5330  -0.005
C 0.9234 -4.2062 -1.7010  0.001
C 1.3489 -4.6772 -2.9311  -0.001
C 1.5022 -3.7969 -3.9941  -0.001
C 1.2268 -2.4477 -3.8283  0.000
C 0.7953 -1.9647 -2.6015  -0.015
C 1.0500 -3.1235 1.3205  -0.038
C 2.4047 -3.2813 1.0227  -0.023
C 3.2810 -3.7169 2.0040  0.009
C 2.8151 -3.9832 3.2828  -0.021
C 1.4695 -3.8135 3.5887  0.008
C 0.5880 -3.3776 2.6135  -0.006
H -4.8017 -2.0639 -0.7911  0.000
H -5.3329 -4.2599 0.2475  0.000
H -3.5122 -5.6425 1.1934  0.000
H -1.1952 -4.8271 1.1466  -0.003
H 0.8082 -4.8995 -0.8757  -0.001
H 1.5595 -5.7306 -3.0587  0.000
H 1.8342 -4.1662 -4.9555  0.000
H 1.3420 -1.7637 -4.6583  0.000
H 0.5739 -0.9165 -2.4871  -0.001
H 2.7712 -3.0647 0.0277  -0.002
H 4.3299 -3.8408 1.7712  0.000
H 3.5030 -4.3212 4.0467  -0.001
H 1.1078 -4.0210 4.5878  0.000
H -0.4546 -3.2372 2.8592  -0.006
C -2.5402 -2.1265 4.2073  -0.001
C -2.5643 -0.6259 4.4530  0.003
C -1.2682 0.1238 4.1158  -0.002
C -1.5189 1.6496 4.3102  0.002
C -0.3092 2.5534 4.1087  -0.001
C -0.1369 -0.2675 5.0652  -0.002
O -0.3156 -0.3845 6.2485  0.000
N 1.1281 -0.4338 4.5153  0.002
C 1.4903 -0.3320 3.1773  -0.005
O 2.6292 -0.3925 2.8048  0.003
N 0.4105 -0.1961 2.3069  -0.012
C -0.8376 -0.0977 2.7103  -0.038
O -1.6560 -0.1408 1.7238  -0.026
H -3.4563 -2.5829 4.5800  0.000
H -1.7072 -2.6033 4.7312  0.000
H -2.4767 -2.3565 3.1401  -0.001
H -2.7543 -0.4259 5.5076  0.000
H -3.3687 -0.1619 3.8806  0.000
H -1.8909 1.7480 5.3309  0.000
H -2.3303 1.9283 3.6363  0.000
H 0.5081 2.3009 4.7863  0.000
H -0.5852 3.5869 4.3124  0.000
H 0.0657 2.5093 3.0847  0.002
H 1.8870 -0.5935 5.1661  -0.001

Forces on the atoms, in the same order (eV/Å):
0.16 0.26 0.53
-0.06 -0.05 0.00
0.13 -0.01 -0.01
0.05 -0.08 -0.02
0.25 0.03 -0.04
-0.31 -0.43 -0.05
0.02 0.17 -0.15
0.00 0.29 0.04
-0.09 -0.03 0.06
-0.12 0.17 -0.04
-0.10 0.02 0.01
-0.01 0.00 0.01
0.01 0.01 0.00
0.03 0.03 0.01
-0.01 -0.01 0.00
-0.20 0.03 -0.06
0.49 0.13 0.05
-0.23 -0.15 -0.07
0.01 0.01 0.01
-0.03 0.01 0.00
0.01 -0.01 0.01
-0.01 0.00 0.00
-0.04 0.04 0.02
0.02 -0.06 -0.03
0.06 -0.37 -0.10
-0.07 -0.01 -0.02
0.00 -0.01 -0.04
0.00 -0.01 0.01
0.00 0.01 0.00
0.00 -0.02 0.01
0.04 -0.03 -0.01
0.05 -0.01 0.02
0.01 -0.01 0.03
-0.03 0.02 -0.01
-0.01 0.00 0.02
0.00 0.00 -0.04
0.06 -0.05 0.00
0.00 -0.01 0.00
0.00 0.00 0.00
0.00 0.01 0.00
0.03 0.01 0.02
0.00 0.01 -0.01
0.00 0.01 0.00
0.00 0.00 0.01
0.00 0.00 0.00
-0.01 0.02 0.02
0.01 0.00 0.01
-0.01 0.00 0.00
-0.01 0.00 0.00
0.00 0.00 -0.01
-0.07 0.00 0.00
0.06 -0.02 -0.04
-0.04 0.04 0.08
0.16 -0.10 -0.01
0.03 0.04 0.03
-0.01 -0.01 0.00
-0.02 -0.08 -0.01
0.03 -0.01 0.04
-0.03 0.08 -0.03
-0.14 0.03 0.06
0.06 -0.01 -0.03
0.25 0.02 0.02
-0.40 0.05 -0.28
0.12 0.01 0.04
0.00 0.01 0.00
-0.01 0.01 0.00
0.02 0.00 0.01
-0.03 0.00 0.00
-0.01 -0.02 -0.01
-0.01 0.01 0.00
0.02 0.02 -0.02
-0.02 0.00 0.00
-0.02 0.00 -0.02
0.01 -0.01 0.01
-0.03 0.01 -0.01

## Properties
Energy relative to the best compared isomer or geometry (same formula, charge and spin) ... 0.0 kcal/mol
Net charge ... +1
2S+1 ... 4
LUMO level (spin up / spin down) ... -4.75 / -4.02 eV

***

# 3
An isolated ion of composition C4H12N3O3 and charge +1 in a non-equilibrium geometry, computed with ωB97M-V/def2-TZVPD.

Each line ends with the Mulliken spin population.
Cartesian coordinates (Å):
C 1.6719 0.5162 -0.2273  0.028
C 3.7526 0.8404 -1.4365  -0.002
C -1.4413 0.6966 0.9272  -0.033
C -0.0270 0.5355 1.5531  0.097
N -1.2085 -0.1743 -1.3512  0.723
N -2.8462 -1.1047 -0.0966  0.164
N -1.6369 -0.4847 0.0761  1.073
O 1.1785 -0.2068 -1.1149  -0.005
O 1.0128 1.1094 0.7797  0.002
O 2.9211 0.8673 -0.3018  0.002
H 3.1834 0.8672 -2.3109  0.001
H 4.1590 -0.1152 -1.6633  0.000
H 4.5246 1.6349 -1.3195  0.000
H -1.6442 1.6990 0.4359  0.002
H -2.2449 0.5028 1.5815  0.014
H -0.1274 1.0730 2.5883  -0.003
H 0.1803 -0.4714 1.8383  -0.010
H -1.7987 -0.9369 -1.8966  -0.003
H -1.2990 0.8492 -1.6234  -0.003
H -2.8445 -2.0194 0.2249  0.030
H -3.7145 -0.7092 0.0497  0.027
H -0.1656 -0.3099 -1.4550  -0.105

Forces on the atoms, in the same order (eV/Å):
-0.05 -1.08 -2.57
0.79 0.15 -0.36
0.06 -1.68 -0.42
-1.49 1.72 1.86
2.47 0.98 -12.48
2.05 -0.72 -0.30
-4.75 0.55 8.32
1.90 0.70 1.88
0.90 0.24 0.15
-0.52 0.95 2.60
-1.29 1.33 -1.47
1.00 -1.10 1.03
-0.83 -0.74 -0.15
0.66 -1.13 -0.09
-0.47 0.64 1.89
0.80 -0.48 -2.10
0.17 -0.90 -0.26
1.43 2.78 1.09
-0.57 -1.66 -0.37
0.10 -2.38 0.38
-1.77 1.98 1.30
-0.60 -0.15 0.05

## Properties
Energy relative to the best compared isomer or geometry (same formula, charge and spin) ... 87.9 kcal/mol
Net charge ... +1
2S+1 ... 3
LUMO level (spin up / spin down) ... -2.67 / -6.95 eV

***

# 4
An isolated ion of composition C6H8N and charge +1 in a non-equilibrium geometry, computed with ωB97M-V/def2-TZVPD.

Each line ends with the Löwdin charge.
Cartesian coordinates (Å):
C -2.4462 0.0690 0.5329  0.237
C 0.9529 -0.7204 0.1878  -0.118
C 1.3366 0.7062 0.2693  0.014
C -0.3871 -0.8573 -0.5704  -0.136
C 0.4686 1.6910 -0.0876  -0.024
C -0.9242 1.4112 -0.2843  0.079
N -1.4034 0.0508 -0.1765  -0.171
H 1.6801 -1.3889 -0.1858  0.125
H 0.7461 -1.0071 1.2505  0.158
H -3.0573 -0.7906 1.0004  0.128
H 2.3802 1.0617 0.4242  0.149
H -0.1092 -0.7376 -1.6593  0.170
H -0.6788 -1.9082 -0.4470  0.145
H 0.8327 2.6473 -0.2300  0.100
H -1.5820 2.2331 -0.5900  0.145

Forces on the atoms, in the same order (eV/Å):
-1.82 -0.50 0.78
-2.40 1.41 2.18
1.34 0.57 -1.10
2.23 -3.30 -1.88
-1.98 -2.22 0.47
0.65 0.46 -0.15
1.17 2.31 0.06
0.84 -0.54 -0.54
0.40 -0.17 -0.45
1.53 1.06 -0.74
-0.75 -0.78 0.18
-0.84 0.21 0.98
-0.46 0.39 -0.05
0.30 1.97 0.00
-0.21 -0.86 0.26

## Properties
Energy relative to the best compared isomer or geometry (same formula, charge and spin) ... 133.4 kcal/mol
Net charge ... +1
LUMO level (spin up / spin down) ... -6.61 / -6.11 eV

***

Question: Which value of energy relative to the best compared isomer or geometry (same formula, charge and spin) does entry 2 give?
Answer: 0.0 kcal/mol

***

Question: Which formula does entry 2 have?
Answer: C34H29ClMnN2O7P

***

Question: net charge of number 1 (C9H19F3HgN2O8S)?
Answer: -2